[1]
60
Properties=species:S:1:pos:R:3:lowdin_charge:R:1 method="wB97M-V/def2-TZVPD" mol_weight_g_mol=675.97 largest_force_ev_per_a=0.62 charge=-1 e_above_lowest_kj_mol=0.0 s_squared=2.0055 spin_multiplicity=3
Pd -0.59373 -0.32078 -0.81245 1.067
O -0.98553 -0.38266 -4.96976 0.028
C -0.63583 -0.31497 -3.79670 -0.625
O -0.96069 -1.07004 -2.82683 -0.132
C 0.34076 0.79569 -3.42614 -0.169
C 1.27384 1.25800 -4.38672 0.018
C 2.19533 2.17990 -4.01584 0.001
C 2.15692 2.72030 -2.70623 -0.153
C 3.05122 3.72101 -2.25724 -0.040
C 2.93454 4.24569 -1.00204 -0.087
C 1.90610 3.79481 -0.14192 -0.087
C 1.04432 2.81523 -0.54639 -0.014
C 1.16499 2.24544 -1.83137 -0.199
N 0.29359 1.25803 -2.20361 0.098
H 1.22809 0.83522 -5.37960 0.118
H 2.95434 2.52534 -4.70910 0.115
H 3.82319 4.07045 -2.93334 0.109
H 3.61681 5.01681 -0.66718 0.098
H 1.79729 4.23573 0.84236 0.105
H 0.24715 2.45765 0.08491 0.083
S -4.64644 -2.47707 1.10941 1.083
C -4.59220 -3.30906 -0.40893 -0.480
C -5.48457 -4.24113 -0.93194 -0.108
C -5.22739 -4.75046 -2.19075 -0.108
C -4.10249 -4.33766 -2.91477 -0.088
C -3.21402 -3.41567 -2.39585 0.001
C -3.46257 -2.89781 -1.12474 -0.287
N -2.66851 -1.96274 -0.46951 0.079
C -3.15891 -1.64379 0.67767 -0.516
C -2.52768 -0.66208 1.57314 -0.264
C -2.96573 -0.56079 2.89768 -0.085
C -2.36741 0.32141 3.77352 -0.098
C -1.32013 1.11181 3.31286 -0.088
C -0.89680 1.00235 1.99637 -0.132
C -1.48481 0.12940 1.07531 -0.143
H -6.35569 -4.55497 -0.37126 0.099
H -5.90832 -5.47332 -2.62256 0.094
H -3.92560 -4.74427 -3.90245 0.098
H -2.34314 -3.07794 -2.94071 0.102
H -3.76525 -1.20218 3.25523 0.075
H -2.69070 0.37722 4.80514 0.096
H -0.82206 1.79856 3.98814 0.098
H -0.05379 1.60716 1.69685 0.052
F 1.98622 2.90461 3.58251 0.070
C 2.38367 1.63379 3.39707 -0.198
C 2.88439 1.22878 2.23093 0.036
N 3.32719 -0.05246 2.01129 0.004
C 3.57371 -0.45602 0.62847 -0.036
C 2.29258 -0.57008 -0.21254 -0.649
O 2.44222 -0.79207 -1.40955 0.018
O 1.21214 -0.40505 0.44808 -0.116
C 3.16365 -1.02922 2.97019 -0.466
O 3.46696 -2.19264 2.81316 0.083
N 2.64811 -0.56869 4.17381 0.221
C 2.20968 0.70881 4.50181 -0.411
O 1.75300 0.97101 5.59442 0.078
H 2.96727 1.90544 1.39075 0.132
H 4.08439 -1.41385 0.63780 0.127
H 4.22593 0.28333 0.16282 0.130
H 2.51041 -1.27954 4.87630 0.164

---

[2]
60
Properties=species:S:1:pos:R:3:lowdin_charge:R:1 method="wB97M-V/def2-TZVPD" mol_weight_g_mol=675.97 largest_force_ev_per_a=1.51 charge=-1 e_above_lowest_kj_mol=108.3 s_squared=2.0311 spin_multiplicity=3
Pd 0.42469 0.68364 -1.20051 1.175
O 4.23334 0.79350 0.25515 0.019
C 3.01629 0.77338 0.09674 -0.617
O 2.44203 0.59670 -1.05562 -0.149
C 2.08915 0.97589 1.25206 -0.219
C 2.55737 0.88548 2.55602 -0.031
C 1.66711 0.92154 3.60791 -0.049
C 0.26833 1.05844 3.34457 -0.168
C -0.71147 1.03929 4.34974 -0.065
C -2.05306 1.20994 4.05583 -0.130
C -2.44801 1.42339 2.73843 -0.113
C -1.50943 1.43200 1.72449 -0.037
C -0.14820 1.21630 1.99140 -0.210
N 0.77142 1.16821 0.98334 0.082
H 3.62275 0.76483 2.69320 0.111
H 2.01039 0.83429 4.63176 0.092
H -0.39245 0.88081 5.37403 0.099
H -2.79470 1.17837 4.84554 0.085
H -3.49746 1.56991 2.50768 0.089
H -1.80830 1.57183 0.69786 0.067
S -3.62043 2.43822 -1.49907 1.118
C -3.86931 0.71596 -1.62376 -0.449
C -5.06173 0.01200 -1.58114 -0.096
C -5.01099 -1.36190 -1.73433 -0.090
C -3.79251 -2.00416 -1.96236 -0.070
C -2.60645 -1.30157 -2.00421 -0.002
C -2.63252 0.07553 -1.78665 -0.279
N -1.54979 0.92670 -1.77511 -0.010
C -1.90485 2.18955 -1.64436 -0.531
C -0.88577 3.18858 -1.52350 -0.251
C -1.09224 4.56976 -1.55518 -0.047
C -0.00927 5.41571 -1.42815 -0.093
C 1.27259 4.89591 -1.27701 -0.067
C 1.48275 3.52070 -1.24023 -0.063
C 0.40812 2.66389 -1.35825 -0.141
H -6.00442 0.52181 -1.43068 0.105
H -5.92458 -1.93937 -1.68336 0.100
H -3.77870 -3.07676 -2.10814 0.103
H -1.65842 -1.78148 -2.20421 0.104
H -2.09641 4.96028 -1.67946 0.100
H -0.15901 6.48797 -1.44242 0.098
H 2.11686 5.56473 -1.16872 0.103
H 2.48485 3.13156 -1.11179 0.106
F 3.48250 -4.68789 -3.27408 0.070
C 3.26502 -4.38157 -1.98210 -0.183
C 2.03355 -4.05127 -1.56890 0.038
N 1.74646 -3.77783 -0.26010 0.007
C 0.40745 -3.34289 0.11254 -0.027
C 0.09716 -1.91006 -0.37723 -0.674
O -0.67373 -1.25577 0.32265 0.006
O 0.61665 -1.55209 -1.47934 -0.107
C 2.74299 -3.77152 0.70473 -0.458
O 2.54113 -3.54248 1.87739 0.087
N 4.00030 -4.07813 0.22129 0.217
C 4.39564 -4.39872 -1.07793 -0.405
O 5.55074 -4.65328 -1.34156 0.084
H 1.21397 -3.98388 -2.26789 0.146
H 0.31791 -3.36564 1.19204 0.124
H -0.32656 -4.01885 -0.33225 0.131
H 4.74126 -4.01950 0.90323 0.166

---

[3]
61
Properties=species:S:1:pos:R:3:lowdin_charge:R:1 method="wB97M-V/def2-TZVPD" mol_weight_g_mol=896.30 largest_force_ev_per_a=1.04 charge=+3 e_tot_ev=-164597.7452
Au -0.80562 0.18781 0.08657 0.790
F 3.12241 6.05197 -0.06890 0.224
C 2.75592 4.80310 -0.07684 -0.103
C 3.70049 3.79563 0.03675 -0.111
F 4.97056 4.08632 0.15805 0.208
C 3.28890 2.47254 0.02215 -0.195
F 4.22207 1.53309 0.13019 0.142
C 1.94632 2.12459 -0.09565 -0.288
P 1.49020 0.38904 -0.14830 1.006
C 1.94093 -0.31060 -1.70348 -0.343
C 1.02139 -0.21660 -2.76594 -0.088
C 1.36457 -0.70811 -4.00723 -0.032
C 2.61604 -1.28935 -4.19415 0.004
C 3.52941 -1.37665 -3.14368 -0.013
C 3.19792 -0.90869 -1.88812 -0.053
C 2.26414 -0.45320 1.18455 -0.358
C 2.71807 0.24194 2.33285 -0.095
C 3.40191 -0.44338 3.30703 -0.028
C 3.59991 -1.82877 3.17914 0.018
C 3.11492 -2.52889 2.07289 -0.017
C 2.43104 -1.85502 1.08576 -0.106
C 1.02241 3.15549 -0.22846 -0.528
Br -0.81726 2.83753 -0.54653 1.041
C 1.40998 4.47435 -0.21109 -0.241
F 0.51943 5.44008 -0.33842 0.137
H 0.05020 0.25130 -2.62268 0.076
H 0.66828 -0.63523 -4.83204 0.128
H 2.88577 -1.67497 -5.16899 0.134
H 4.51024 -1.80299 -3.30911 0.133
H 3.91075 -0.98534 -1.07759 0.120
H 2.57526 1.31337 2.41910 0.121
H 3.80074 0.08335 4.16420 0.132
H 4.12341 -2.36455 3.96177 0.134
H 3.27139 -3.59674 1.99327 0.131
H 2.03493 -2.39377 0.23542 0.035
N -4.79326 0.12547 1.27682 0.221
C -5.14096 0.12401 -0.07887 -0.150
C -6.37675 0.15338 -0.72353 0.026
C -6.34555 0.15316 -2.09625 -0.032
C -5.13381 0.11829 -2.80880 -0.037
C -3.91650 0.08364 -2.16141 -0.016
C -3.94175 0.08975 -0.77381 -0.212
N -2.90571 0.06654 0.17604 -0.020
C -3.46127 0.09791 1.37144 -0.267
C -2.62691 0.11124 2.56918 -0.301
C -2.96874 0.11984 3.87521 -0.272
S -1.57095 0.11708 4.85181 1.187
C -0.58798 0.10622 3.48073 -0.407
N -1.25716 0.10944 2.35439 -0.067
H -5.44264 0.15132 2.04834 0.189
H -7.31269 0.17610 -0.18018 0.133
H -7.27698 0.18139 -2.64468 0.128
H -5.16508 0.11777 -3.89041 0.124
H -2.98203 0.05280 -2.71159 0.106
H -3.95455 0.12422 4.31774 0.107
H 0.49237 0.08800 3.53713 0.076
Cl -0.86981 -2.64815 0.57813 0.562
C -0.74591 -4.16609 -0.40580 -0.899
Cl 0.90967 -4.56525 -0.79487 0.618
H -1.30478 -4.01121 -1.31773 0.041
H -1.17728 -4.94558 0.20849 0.048